<A>
A cluster of 2 separate species, C3H8NO in total, computed with the ωB97M-V functional and the def2-TZVPD basis.

The geometry in XYZ format:
```
13
C3H8NO | the OMol25 dataset | the ωB97M-V functional and the def2-TZVPD basis
C 1.767 1.030 0.770
N 1.208 1.767 1.607
H 1.783 1.183 -0.288
H 1.990 0.013 1.035
H 0.907 1.384 2.560
H 1.289 2.782 1.503
O -0.427 0.417 -0.457
C -0.833 -0.490 -1.251
C -1.627 -1.710 -0.844
H -0.587 -0.470 -2.350
H -2.657 -1.631 -1.382
H -1.004 -2.613 -1.113
H -1.811 -1.662 0.209
```

Results
- E_HOMO: -13.97 eV
- Gap between HOMO and LUMO: 0.3196 hartree
- Total charge: +1

Results of the Löwdin charge analysis, in e, for atoms 1 through 2:
1 C 0.10
2 N 0.19

---

<B>
A cluster of 2 separate species, C3H8NO in total, computed with the ωB97M-V functional and the def2-TZVPD basis.

The geometry in XYZ format:
```
13
C3H8NO | the OMol25 dataset | the ωB97M-V functional and the def2-TZVPD basis
C 1.325 0.020 -0.643
C -1.489 -1.120 -0.483
C 2.182 1.021 -0.034
N -2.161 -0.687 0.736
O 0.117 -0.071 -0.241
H 1.573 -0.818 -1.265
H -1.826 -0.603 -1.307
H 2.901 1.604 -0.812
H 2.912 0.403 0.437
H 1.570 1.798 0.567
H -3.244 -0.640 0.720
H -2.028 0.371 0.829
H -1.832 -1.279 1.495
```

Results
- E_HOMO: -13.13 eV
- Gap between HOMO and LUMO: 0.3399 hartree
- Total charge: +1

Results of the Löwdin charge analysis, in e, for atoms 1 through 2:
1 C -0.14
2 C 0.07

---

<C>
A cluster of 2 separate species, C3H8NO in total, computed with the ωB97M-V functional and the def2-TZVPD basis.

The geometry in XYZ format:
```
13
C3H8NO | the OMol25 dataset | the ωB97M-V functional and the def2-TZVPD basis
C -0.030 -2.485 -0.408
N 0.482 -2.360 0.759
H -0.186 -1.524 -0.892
H -0.381 -3.470 -0.686
H 0.335 -2.978 1.540
H 0.921 -1.470 0.939
O -0.351 0.395 0.612
C 0.076 1.525 0.443
C -0.375 2.387 -0.649
H 0.782 1.969 1.163
H 0.547 2.433 -1.259
H -0.540 3.431 -0.364
H -1.278 2.148 -1.198
```

Results
- E_HOMO: -14.05 eV
- Gap between HOMO and LUMO: 0.3129 hartree
- Total charge: +1

Results of the Löwdin charge analysis, in e, for atoms 1 through 2:
1 C 0.18
2 N 0.20

---

<D>
A cluster of 2 separate species, C3H8NO in total, computed with the ωB97M-V functional and the def2-TZVPD basis.

The geometry in XYZ format:
```
13
C3H8NO | the OMol25 dataset | the ωB97M-V functional and the def2-TZVPD basis
C 0.375 -2.593 0.786
N 0.411 -1.953 -0.361
H 0.681 -3.764 0.855
H -0.084 -1.965 1.655
H 0.143 -0.790 -0.384
H 0.628 -2.413 -1.176
C 0.280 1.416 0.242
C -0.925 1.819 -0.206
O -1.187 2.990 -0.895
H 0.552 0.412 0.539
H 1.215 2.041 0.285
H -1.751 1.156 -0.477
H -0.340 3.645 -0.863
```

Results
- E_HOMO: -13.03 eV
- Gap between HOMO and LUMO: 0.2663 hartree
- Total charge: +1

Results of the Löwdin charge analysis, in e, for atoms 1 through 2:
1 C 0.14
2 N 0.14

---

What is the stability order? It is <C>, <A>, <D>, <B>, from most stable to least stable.

---

<A>
A cluster of 3 separate species, C6H18O3 in total, computed with the ωB97M-V functional and the def2-TZVPD basis.

The geometry in XYZ format:
```
27
C6H18O3 | the OMol25 dataset | the ωB97M-V functional and the def2-TZVPD basis
C -0.098 0.683 1.601
C -0.131 2.203 1.732
O 0.182 2.866 0.511
H 0.159 0.232 2.563
H 0.666 0.369 0.891
H -1.070 0.294 1.299
H 0.602 2.527 2.467
H -1.123 2.521 2.063
H -0.609 2.868 -0.037
C -2.744 0.658 -1.519
C -1.907 1.825 -1.985
O -2.430 3.017 -1.341
H -2.399 -0.263 -1.984
H -3.790 0.852 -1.750
H -2.671 0.555 -0.435
H -1.932 1.905 -3.077
H -0.850 1.753 -1.712
H -1.965 3.783 -1.688
C 2.475 -2.705 1.048
C 2.794 -3.340 -0.296
O 1.655 -3.878 -0.953
H 3.341 -2.122 1.367
H 2.172 -3.401 1.829
H 1.654 -1.996 0.909
H 3.564 -4.116 -0.190
H 3.219 -2.588 -0.959
H 1.237 -4.501 -0.352
```

Results
- SMILES: CCO.CCO.CCO
- E_HOMO: -10.12 eV
- Gap between HOMO and LUMO: 0.4023 hartree

Results of the Löwdin charge analysis, in e, for atoms 1 through 2:
1 C -0.09
2 C -0.30

---

<B>
A cluster of 3 separate species, C6H18O3 in total, computed with the ωB97M-V functional and the def2-TZVPD basis.

The geometry in XYZ format:
```
27
C6H18O3 | the OMol25 dataset | the ωB97M-V functional and the def2-TZVPD basis
C 16.137 -18.343 13.954
C 17.388 -19.183 13.979
O 17.232 -20.110 15.035
H 16.105 -17.628 13.132
H 15.919 -17.932 14.940
H 15.311 -19.006 13.700
H 18.297 -18.599 14.127
H 17.521 -19.552 12.962
H 17.055 -20.928 14.566
C 17.985 -12.787 16.677
C 17.403 -13.759 17.653
O 18.173 -13.622 18.836
H 17.781 -13.007 15.629
H 19.073 -12.812 16.635
H 17.712 -11.743 16.829
H 17.486 -14.783 17.288
H 16.355 -13.466 17.716
H 17.947 -14.205 19.564
C 11.879 -14.936 15.111
C 10.803 -15.715 14.369
O 9.580 -14.949 14.402
H 11.962 -15.352 16.115
H 11.589 -13.908 15.329
H 12.881 -14.847 14.691
H 10.617 -16.642 14.910
H 11.122 -15.996 13.366
H 8.849 -15.506 14.126
```

Results
- SMILES: CCO.CCO.CCO
- E_HOMO: -10.33 eV
- Gap between HOMO and LUMO: 0.4025 hartree

Results of the Löwdin charge analysis, in e, for atoms 1 through 2:
1 C -0.10
2 C -0.35

---

What is the stability order? It is <A>, <B>, from most stable to least stable.

---

<A>
A cluster of 2 separate species, C6H13N2O4 in total, computed with the ωB97M-V functional and the def2-TZVPD basis.

The geometry in XYZ format:
```
25
C6H13N2O4 | the OMol25 dataset | the ωB97M-V functional and the def2-TZVPD basis
C -0.156 -0.228 -2.369
C 3.419 0.886 -1.220
C 0.523 -2.016 1.518
C -3.277 1.498 0.730
C -1.109 0.211 1.166
C -0.556 -0.464 -0.031
N 0.165 -1.572 0.180
N -1.833 1.458 1.015
O 0.254 -1.320 -2.500
O 4.650 0.552 -1.350
O -0.639 0.247 -1.135
O 2.471 0.167 -1.114
H -0.162 0.600 -3.054
H 3.320 2.144 -1.107
H -0.380 -1.911 2.091
H 0.785 -3.062 1.486
H 1.307 -1.454 2.014
H -3.864 0.667 1.266
H -3.611 2.389 1.236
H -3.510 1.668 -0.316
H -0.202 0.407 1.766
H -1.816 -0.550 1.697
H 0.599 -2.070 -0.536
H 4.850 -0.284 -1.732
H -1.230 2.034 0.299
```

Results
- E_HOMO: -12.66 eV
- Gap between HOMO and LUMO: 0.3158 hartree
- Total charge: +1

Results of the Löwdin charge analysis, in e, for atoms 1 through 2:
1 C -0.21
2 C -0.43

---

<B>
A cluster of 2 separate species, C6H13N2O4 in total, computed with the ωB97M-V functional and the def2-TZVPD basis.

The geometry in XYZ format:
```
25
C6H13N2O4 | the OMol25 dataset | the ωB97M-V functional and the def2-TZVPD basis
C -0.558 -0.734 -2.408
C 3.539 0.899 -3.095
C 1.469 1.028 0.894
C -2.580 -1.947 1.170
C -1.325 0.136 1.094
C -0.485 0.039 -0.150
N 0.742 0.449 -0.208
N -2.590 -0.519 0.907
O 0.555 -0.463 -2.720
O 4.633 1.438 -3.548
O -1.115 -0.505 -1.184
O 3.079 1.054 -1.992
H -1.321 -1.209 -3.040
H 3.066 0.265 -3.858
H 1.567 0.312 1.714
H 2.458 1.297 0.533
H 0.967 1.916 1.274
H -2.303 -2.191 2.206
H -3.576 -2.336 0.975
H -1.882 -2.441 0.495
H -1.474 1.203 1.303
H -0.729 -0.272 1.937
H 1.287 0.384 -1.089
H 5.073 2.005 -2.889
H -3.332 -0.068 1.424
```

Results
- E_HOMO: -12.95 eV
- Gap between HOMO and LUMO: 0.3328 hartree
- Total charge: +1

Results of the Löwdin charge analysis, in e, for atoms 1 through 2:
1 C -0.21
2 C -0.39

---

What is the stability order? It is <B>, <A>, from most stable to least stable.

---

<A>
A cluster of 2 separate species, C2H6O3S in total, computed with the ωB97M-V functional and the def2-TZVPD basis.

The geometry in XYZ format:
```
12
C2H6O3S | the OMol25 dataset | the ωB97M-V functional and the def2-TZVPD basis
O 2.893 0.506 1.369
C 1.772 0.107 1.412
O 1.186 -0.400 2.597
C 0.774 0.227 0.201
S -0.665 -0.873 0.289
H 1.835 -0.529 3.341
H 0.436 1.280 0.160
H 1.407 0.042 -0.688
H -1.163 -0.483 -0.904
O -2.563 -0.069 -2.309
H -3.179 0.698 -2.295
H -2.733 -0.507 -3.174
```

Results
- SMILES: O=C(O)CS.O
- E_HOMO: -8.92 eV
- Gap between HOMO and LUMO: 0.3409 hartree

Results of the Löwdin charge analysis, in e, for atoms 1 through 2:
1 O 0.10
2 C -0.52

---

<B>
An isolated molecule of C2H6O3S, computed with the ωB97M-V functional and the def2-TZVPD basis.

The geometry in XYZ format:
```
12
C2H6O3S | the OMol25 dataset | the ωB97M-V functional and the def2-TZVPD basis
C -0.821 -1.118 -0.065
C 0.226 -0.071 0.191
O 0.274 0.695 1.294
O 0.092 1.098 -1.079
S 1.832 -0.764 -0.248
O 2.706 0.504 0.404
H -1.750 -0.745 0.194
H -0.717 -1.212 -1.173
H -0.515 -2.114 0.503
H 1.009 1.310 1.302
H -0.501 1.778 -0.742
H 2.655 1.018 -0.403
```

Results
- SMILES: CC(O)(O)SO
- E_HOMO: -9.38 eV
- Gap between HOMO and LUMO: 0.3614 hartree

Results of the Löwdin charge analysis, in e, for atoms 1 through 2:
1 C -0.06
2 C -0.76

---

What is the stability order? It is <A>, <B>, from most stable to least stable.

---

<A>
A cluster of 2 separate species, C2H6O3S in total, computed with the ωB97M-V functional and the def2-TZVPD basis.

The geometry in XYZ format:
```
12
C2H6O3S | the OMol25 dataset | the ωB97M-V functional and the def2-TZVPD basis
C -1.976 -0.119 1.282
C -0.676 -0.072 0.428
O 0.455 0.107 0.894
S -0.996 -0.041 -1.273
O 0.381 0.271 -2.079
H -2.818 -0.932 1.254
H -1.743 0.057 2.271
H -2.527 0.722 0.898
H 1.288 -0.216 -1.620
O 2.920 -0.242 -0.859
H 3.320 0.589 -1.053
H 2.372 -0.124 -0.144
```

Results
- SMILES: CC(=O)SO.O
- E_HOMO: -9.17 eV
- Gap between HOMO and LUMO: 0.3598 hartree

Results of the Löwdin charge analysis, in e, for atoms 1 through 2:
1 C -0.07
2 C -0.74

---

<B>
A cluster of 2 separate species, C2H6O3S in total, computed with the ωB97M-V functional and the def2-TZVPD basis.

The geometry in XYZ format:
```
12
C2H6O3S | the OMol25 dataset | the ωB97M-V functional and the def2-TZVPD basis
O -1.789 -1.175 0.058
C -2.615 -0.302 0.082
O -2.432 1.026 -0.056
H -3.779 -0.606 0.057
H -1.514 1.209 -0.057
O 2.769 -0.556 0.043
C 1.414 -0.488 -0.078
S 0.917 1.320 0.037
H 3.051 -0.753 0.888
H 0.687 -0.818 0.704
H 1.252 -0.659 -1.148
H 2.040 1.803 -0.530
```

Results
- SMILES: O=CO.OCS
- E_HOMO: -9.39 eV
- Gap between HOMO and LUMO: 0.3710 hartree

Results of the Löwdin charge analysis, in e, for atoms 1 through 2:
1 O 0.04
2 C -0.38

---

<C>
A cluster of 2 separate species, C2H6O3S in total, computed with the ωB97M-V functional and the def2-TZVPD basis.

The geometry in XYZ format:
```
12
C2H6O3S | the OMol25 dataset | the ωB97M-V functional and the def2-TZVPD basis
O -0.966 -0.159 -0.424
C -0.464 -0.132 0.709
O -0.923 0.557 1.794
C 0.867 -0.870 0.957
S 1.414 -2.045 -0.271
H -1.798 0.987 1.591
H 1.585 -0.114 1.328
H 0.618 -1.540 1.802
H 0.101 -2.290 -0.467
O -0.118 2.222 -2.152
H -0.242 1.332 -1.749
H -0.073 2.052 -3.120
```

Results
- SMILES: O=C(O)CS.O
- E_HOMO: -9.42 eV
- Gap between HOMO and LUMO: 0.3625 hartree

Results of the Löwdin charge analysis, in e, for atoms 1 through 2:
1 O 0.02
2 C -0.52

---

What is the stability order? It is <C>, <B>, <A>, from most stable to least stable.

---

<A>
A cluster of 2 separate species, C4H13N2O in total, computed with the ωB97M-V functional and the def2-TZVPD basis.

The geometry in XYZ format:
```
20
C4H13N2O | the OMol25 dataset | the ωB97M-V functional and the def2-TZVPD basis
C -1.060 1.538 -0.525
O -0.402 1.561 0.656
C -2.073 0.375 -0.675
N -2.073 -0.202 -2.021
H -1.637 2.482 -0.704
H -0.382 1.464 -1.420
H -1.773 -0.384 0.050
H -3.072 0.721 -0.365
H -2.852 -0.833 -2.163
H -2.119 0.518 -2.731
C 1.307 -1.001 2.077
N 1.092 -0.762 0.663
C 2.339 -0.635 -0.059
H 1.261 -2.071 2.318
H 2.279 -0.624 2.431
H 0.538 -0.476 2.648
H 0.577 0.149 0.613
H 2.978 0.187 0.307
H 2.142 -0.452 -1.120
H 2.933 -1.555 0.021
```

Results
- E_HOMO: -2.75 eV
- Gap between HOMO and LUMO: 0.2589 hartree
- Total charge: -1

Results of the Löwdin charge analysis, in e, for atoms 1 through 2:
1 C -0.52
2 O -0.36

---

<B>
A cluster of 2 separate species, C4H13N2O in total, computed with the ωB97M-V functional and the def2-TZVPD basis.

The geometry in XYZ format:
```
20
C4H13N2O | the OMol25 dataset | the ωB97M-V functional and the def2-TZVPD basis
C 0.473 0.417 1.695
C 1.723 0.210 0.835
C 1.846 -1.263 0.437
N 1.696 0.974 -0.396
H 0.545 -0.027 2.696
H 0.288 1.485 1.807
H -0.376 0.001 1.158
H 2.620 0.516 1.388
H 2.705 -1.401 -0.209
H 1.913 -1.955 1.277
H 0.976 -1.496 -0.188
H 1.674 1.965 -0.181
H 0.820 0.750 -0.912
N -2.832 -0.777 -0.511
C -2.028 0.409 -0.952
O -0.797 0.080 -1.333
H -2.141 -1.524 -0.489
H -3.482 -1.012 -1.257
H -2.646 0.899 -1.742
H -2.032 1.124 -0.109
```

Results
- E_HOMO: -2.97 eV
- Gap between HOMO and LUMO: 0.2646 hartree
- Total charge: -1

Results of the Löwdin charge analysis, in e, for atoms 1 through 2:
1 C -0.09
2 C -0.54

---

What is the stability order? It is <B>, <A>, from most stable to least stable.